Entry 1:
Entry from the Open Molecules 2025 dataset: a 2-piece molecular cluster, C8H17N2P overall at a distorted geometry (the ωB97M-V functional and the def2-TZVPD basis).

Geometry as XYZ:
```
28
Properties=species:S:1:pos:R:3
C 2.1697 -0.5680 -0.1960
C -2.1761 -0.1975 0.8443
C 0.6051 -0.4341 -2.5621
C 0.5102 1.7642 -1.0598
C 1.3933 0.5733 2.4004
C -1.4624 -1.1854 -0.0562
C -0.1650 0.4545 -1.5060
C 0.9350 -0.9267 0.1770
N 3.3012 -0.3495 -0.3885
N -0.1796 -0.4799 -0.3923
P 0.7521 -1.7605 1.8365
H -2.2569 0.9107 0.4712
H -3.1637 -0.6098 0.9608
H -1.8035 -0.1346 1.9305
H 0.5429 0.0882 -3.5472
H 1.6541 -0.6268 -2.3815
H 0.1133 -1.3068 -2.6904
H 1.6284 1.4589 -0.8967
H -0.0439 2.1962 -0.1421
H 0.3105 2.4645 -1.8683
H 0.6812 1.2589 2.8223
H 2.0548 0.0934 3.1228
H 1.9926 1.0964 1.6704
H -1.3167 -2.1989 0.5849
H -2.0549 -1.3842 -0.8547
H -1.2980 0.5811 -1.8903
H 0.7592 -3.1875 1.3193
H 2.1040 -1.8172 2.1981
```

- LUMO level (spin up / spin down): -0.0005 / -0.0234 hartree
- F_max: 5.3 eV/A
- Energy above the lowest of the compared OMol25 structures with the same formula, charge and spin: 113.6 kcal per mole
- Charge: 0

Entry 2:
Entry from the Open Molecules 2025 dataset: C8H17N3PS as an isolated structure at a distorted geometry (the ωB97M-V functional and the def2-TZVPD basis).

Geometry as XYZ:
```
30
Properties=species:S:1:pos:R:3
C -0.4111 0.4175 0.1659
C 0.6096 -1.4491 1.0440
C 2.5595 -0.4638 -1.4761
C -0.6707 2.7618 -2.8575
C -0.1880 -0.6465 3.7043
C -2.3901 -2.1097 2.0970
C 1.1556 -0.9883 -1.2405
C 0.2033 2.1400 -1.7832
N -1.2911 0.2274 1.0869
N 0.6537 -0.5233 0.0316
N -0.5849 1.3292 -0.8146
P -0.8619 -1.0251 2.0664
S 1.6495 -2.6829 1.4545
H 3.0259 -0.8671 -2.3631
H 2.5085 0.6182 -1.6062
H 3.2175 -0.5030 -0.6362
H -0.8784 2.0046 -3.6738
H -1.6790 2.9828 -2.5424
H -0.1809 3.6085 -3.1300
H -1.0835 -0.4281 4.2856
H 0.5883 -1.4464 3.8678
H 0.3610 0.2258 3.6776
H -2.1484 -3.2174 1.8491
H -2.9512 -2.1011 3.0096
H -2.9974 -1.6082 1.2105
H 0.4054 -0.6522 -2.0591
H 1.1023 -2.1186 -1.3257
H 0.5114 3.0642 -1.2596
H 1.2235 1.7132 -2.0264
H -1.4582 1.7374 -0.7565
```

- LUMO level: -0.1639 hartree
- F_max: 5.0 eV/A
- Charge: +1

Entry 3:
Entry from the Open Molecules 2025 dataset: an isolated ion of composition C8H17N4 and charge +1 at a distorted geometry (the ωB97M-V functional and the def2-TZVPD basis).

Geometry as XYZ:
```
29
Properties=species:S:1:pos:R:3
C 0.1506 -2.4786 -2.6330
C 0.5536 -1.2916 -1.8291
C 0.0995 -1.5114 -0.3103
N 0.7648 -1.0613 0.8137
C 0.0539 -0.6408 2.0116
C 0.8670 -0.6192 3.2603
N -0.3373 0.7530 1.6973
N -0.9232 0.9645 0.4982
C -0.2333 1.6825 -0.5419
C -0.7518 3.1765 -0.4599
C -0.5139 0.9771 -1.8424
N -0.1401 -0.1531 -2.2888
H -0.9293 -2.6678 -2.7509
H 0.7569 -3.3944 -2.5549
H 0.4392 -2.1996 -3.6289
H 1.6371 -1.2215 -1.7068
H -0.9771 -1.8498 -0.1458
H 1.7472 -0.8000 0.7668
H -0.8712 -1.3021 2.1400
H 1.1487 -1.5948 3.7677
H 0.2601 -0.1949 4.1595
H 1.8694 -0.1515 3.1640
H 0.1114 1.4173 2.2819
H -1.9974 0.9823 0.4041
H 0.8363 1.4118 -0.3299
H 0.0890 3.8640 -0.7451
H -1.0657 3.2543 0.6160
H -1.5224 3.0942 -1.2787
H -1.1218 1.5549 -2.5345
```

- SMILES string: C[C@@H]1/C=[NH+]/[C@@H](C)NN[C@H](C)/C=N\1
- LUMO level: -0.1604 hartree
- F_max: 4.5 eV/A
- Energy above the lowest of the compared OMol25 structures with the same formula, charge and spin: 79.5 kcal per mole
- Charge: +1

Entry 4:
Entry from the Open Molecules 2025 dataset: the molecule C8H17N5O3 at a distorted geometry (the ωB97M-V functional and the def2-TZVPD basis).

Geometry as XYZ:
```
33
Properties=species:S:1:pos:R:3
H -1.9006 1.2016 -0.8311
N -2.8333 0.8391 -0.5351
C -3.2104 -0.3051 -0.3133
N -4.5422 -0.3833 -0.1414
N -2.5781 -1.4991 -0.2752
C -1.1686 -1.6069 -0.3460
C -0.5056 -1.3479 1.0378
C -0.2711 0.0653 1.6563
C 0.5446 1.2028 0.9173
N 0.1549 2.6207 1.4798
C 0.6321 1.2165 -0.6488
O -0.3268 1.6350 -1.2896
N 1.7235 0.8181 -1.2898
C 2.9835 0.4929 -0.7004
C 3.2934 -0.8985 -0.0793
O 4.3564 -1.1665 0.3861
O 2.2177 -1.7109 -0.0803
H -4.9309 0.5561 0.0805
H -5.1290 -1.1752 0.2331
H -3.2549 -2.3430 -0.2739
H -0.7828 -0.7863 -0.9800
H -0.6892 -2.4684 -0.5814
H -1.1621 -1.8848 1.7567
H 0.3944 -2.0760 0.9315
H -1.3385 0.4323 1.9591
H 0.1268 0.1303 2.6472
H 1.6118 0.9630 1.2231
H -0.8875 2.5189 1.1869
H 0.4938 3.5125 1.0600
H 1.7094 0.9916 -2.2574
H 3.2456 1.2097 0.0362
H 3.6894 0.7658 -1.4245
H 1.5667 -1.2909 -0.7040
```

- SMILES string: [H]/N=C(/N)NCCC[C@H](N)C(=O)NCC(=O)O
- LUMO level: 0.0140 hartree
- F_max: 5.1 eV/A
- Energy above the lowest of the compared OMol25 structures with the same formula, charge and spin: 90.1 kcal per mole
- Charge: 0

Entry 5:
Entry from the Open Molecules 2025 dataset: C8H17NO as an isolated structure at a distorted geometry (the ωB97M-V functional and the def2-TZVPD basis).

Geometry as XYZ:
```
27
Properties=species:S:1:pos:R:3
C -0.4097 -2.5886 0.2073
H -0.7634 -2.6524 -0.8664
H -1.0591 -2.7176 0.8448
H 0.3636 -3.3893 0.1513
C 0.1817 -1.3923 0.2166
C 1.0592 -0.9259 -0.7232
N 1.7005 0.3037 -0.4293
C 2.8331 0.4209 0.2609
H 3.3168 1.3851 0.2690
H 2.5629 0.1618 1.4046
H 3.5058 -0.1774 0.1199
C 0.7238 1.5940 -0.4891
C -0.1323 1.0557 0.6478
H -0.8695 2.1280 0.8395
C -0.8932 -0.1188 0.4654
C -2.0213 -0.0423 -0.3762
H -1.4667 0.1031 -1.4125
O -2.9343 0.9108 -0.0258
H -3.4763 1.1333 -0.8450
H -2.4766 -0.9356 -0.4995
H -1.4734 -0.3177 1.4316
H 0.2716 1.3247 1.8629
H 0.2710 1.7361 -1.2676
H 1.3142 2.4739 -0.0273
H 0.5521 -0.6123 -1.9557
H 1.9565 -1.5948 -0.8966
H 0.7566 -1.4630 1.2892
```

- LUMO level: 0.0284 hartree
- F_max: 15.5 eV/A
- Energy above the lowest of the compared OMol25 structures with the same formula, charge and spin: 241.3 kcal per mole
- Charge: 0

Entry 6:
Entry from the Open Molecules 2025 dataset: C8H17NO as an isolated structure at a distorted geometry (the ωB97M-V functional and the def2-TZVPD basis).

Geometry as XYZ:
```
27
Properties=species:S:1:pos:R:3
C 0.2327 -0.3671 1.2366
C -0.1272 0.3750 -1.3084
C 0.7535 0.2884 -0.0679
C -0.3077 -1.7814 1.0147
C 1.4203 -0.4373 2.2194
C -0.2435 -0.9121 -2.1156
C -1.4793 1.0291 -1.0942
N -0.8630 0.4434 1.7771
C 0.9207 2.3993 -2.3939
O 0.7201 3.2973 -1.7037
H -0.5394 1.3835 1.9832
H -1.1971 0.0403 2.6470
H 1.0437 1.3114 0.2042
H 1.6731 -0.2348 -0.3469
H 0.4948 1.0477 -2.2674
H -1.2483 -1.7469 0.4722
H 0.4076 -2.3902 0.4650
H -0.4949 -2.2661 1.9740
H 1.0957 -0.8493 3.1761
H 1.8300 0.5579 2.3990
H 2.2186 -1.0701 1.8318
H -0.5941 -0.6943 -3.1289
H -0.9605 -1.6083 -1.6817
H 0.7177 -1.4207 -2.1943
H -1.3812 1.9963 -0.6051
H -2.1089 0.4305 -0.4383
H -1.9834 1.1785 -2.0539
```

- LUMO level: 0.0306 hartree
- F_max: 4.2 eV/A
- Energy above the lowest of the compared OMol25 structures with the same formula, charge and spin: 59.7 kcal per mole
- Charge: 0

Entry 7:
Entry from the Open Molecules 2025 dataset: C8H17NO as an isolated structure at a distorted geometry (the ωB97M-V functional and the def2-TZVPD basis).

Geometry as XYZ:
```
27
Properties=species:S:1:pos:R:3
C -0.5164 2.5722 0.5426
C -1.3428 -0.5730 1.8912
C -2.4081 -0.3774 1.1842
C -3.4581 -0.1613 0.4612
O -1.6543 2.5867 0.1548
H -0.1188 3.3547 1.2085
H 0.2031 1.7916 0.2614
H 1.9929 1.2241 3.5479
H -1.3235 -0.3823 2.9528
H -0.4336 -0.9506 1.4481
H 1.3857 1.3453 3.0754
H -4.2067 -0.9210 0.2956
H -3.6222 0.7966 -0.0044
C -0.2583 0.3034 -2.1478
C 2.8319 -1.0934 -0.5116
N 1.0155 0.1763 -1.4752
C 1.3840 -1.0408 -0.9115
C 0.5456 -2.0485 -0.6788
H 1.7755 0.6257 -1.9684
H -0.3761 -0.4114 -2.9724
H -0.3490 1.3144 -2.5407
H -1.0617 0.1408 -1.4292
H 3.0428 -2.0006 0.0462
H 3.4713 -1.0751 -1.3956
H 3.0858 -0.2323 0.1062
H -0.4888 -2.0290 -0.9661
H 0.8842 -2.9351 -0.1744
```

- LUMO level: 0.0311 hartree
- F_max: 1.2 eV/A
- Energy above the lowest of the compared OMol25 structures with the same formula, charge and spin: 119.0 kcal per mole
- Charge: 0

Entry 8:
Entry from the Open Molecules 2025 dataset: a 2-piece molecular cluster, C8H17NO2Si overall at a distorted geometry (the ωB97M-V functional and the def2-TZVPD basis).

Geometry as XYZ:
```
29
Properties=species:S:1:pos:R:3
C 1.6209 0.0587 0.0329
C 0.7392 0.8459 -0.6987
C 1.9070 -1.3563 -0.4283
C 1.7696 -1.4323 -1.9621
C 0.3087 -0.9936 -2.2676
C 1.1471 3.1138 -1.2583
C -2.5693 -0.4151 4.0138
C -2.2314 -0.1993 0.8141
N 0.1605 0.3244 -1.8604
O -0.6133 -2.0185 2.6459
O 0.5660 2.1542 -0.3629
Si -1.7052 -1.0401 2.4640
H 2.0678 0.4401 0.9095
H 2.9670 -1.4312 -0.1564
H 1.3667 -2.2685 -0.0320
H 2.5197 -0.7907 -2.3977
H 1.8690 -2.4649 -2.3287
H 0.2740 -1.1872 -3.2983
H -0.3487 -1.6677 -1.7831
H 1.0604 4.1035 -0.7731
H 0.6384 3.2737 -2.2027
H 2.1778 3.0583 -1.4687
H -2.8539 0.5939 4.0836
H -3.4187 -0.9596 4.2192
H -1.8608 -0.4799 4.8214
H -1.9315 -0.8913 -0.0521
H -3.3390 -0.1017 0.8986
H -1.7441 0.7984 0.6791
H -0.5441 0.9331 -2.2509
```

- LUMO level (spin up / spin down): 0.0200 / -0.0227 hartree
- Multiplicity: 3
- F_max: 4.7 eV/A
- Expectation value of S²: 2.007
- Charge: 0

What is the F_max in the fourth record? 5.1 eV/A